{"formula": "C17H24F4O12SV", "method": "wB97M-V/def2-TZVPD", "elements": ["V", "S", "F", "F", "F", "F", "O", "O", "O", "O", "O", "O", "O", "O", "O", "O", "O", "O", "C", "C", "C", "C", "C", "C", "C", "C", "C", "C", "C", "C", "C", "C", "C", "C", "C", "H", "H", "H", "H", "H", "H", "H", "H", "H", "H", "H", "H", "H", "H", "H", "H", "H", "H", "H", "H", "H", "H", "H", "H"], "xyz": [[0.51152, 0.22810, -0.42608], [-0.08011, 2.50899, 2.25053], [-1.16386, 0.95429, 4.02869], [-0.27000, 2.67131, 4.81824], [0.95541, 1.01231, 4.27937], [2.67028, 0.22645, -0.15488], [0.40670, -1.44435, -2.18260], [-0.88375, -0.34938, -3.72800], [5.20741, 2.15322, -2.31416], [-0.53835, -2.27359, 2.60694], [-1.35546, 3.21151, 2.03483], [-1.76353, -0.09857, -0.54521], [-3.12036, -1.57595, -1.64763], [0.41991, 1.27481, -1.61947], [5.82494, 3.18302, -0.40649], [0.11673, 1.39444, 1.31843], [0.50526, -1.53130, 0.78098], [1.06685, 3.38407, 2.41898], [-0.39224, -1.50903, -3.16474], [-0.85614, -2.74051, -3.94289], [-3.94239, -0.84456, 0.40586], [-4.41972, -2.18312, -1.67313], [3.61704, 3.53614, -1.04894], [1.03560, -2.28703, 4.14972], [-1.95794, -2.04688, -4.80697], [4.95196, 2.86760, -1.34057], [-0.46161, -2.43329, 3.98811], [0.57129, -1.95533, 1.98735], [-0.12400, 1.72344, 3.90936], [-5.01912, -1.63227, -0.32933], [3.80506, 3.97704, 0.32294], [-2.84075, -0.78142, -0.54710], [1.73356, -2.05343, 2.82316], [5.33793, 4.23098, 0.43448], [-1.58841, -0.61602, -4.90782], [-2.44493, 0.04644, -5.03274], [0.96630, -1.32876, 4.66452], [-5.00799, -1.90243, -2.54678], [5.63485, 4.18776, 1.48237], [-5.36005, -2.51467, 0.21218], [-1.04973, -1.77249, 4.62493], [-1.06915, -0.41740, -5.84538], [5.55957, 5.22590, 0.04833], [3.64465, 4.32368, -1.80202], [3.29134, 4.93216, 0.43221], [-0.86897, -3.40827, 4.25565], [2.76537, 2.85643, -1.07632], [-4.12489, 0.19949, 0.66034], [-4.28130, -3.26395, -1.64568], [-2.92908, -2.13487, -4.31989], [-3.63136, -1.24962, 1.36882], [2.40460, -1.21325, 2.64455], [1.47939, -3.03689, 4.80459], [3.46732, 3.21891, 1.02953], [-0.95290, -3.51300, -3.18000], [2.33004, -2.90889, 2.50614], [-0.00715, -3.11135, -4.51717], [-5.80087, -0.97487, -0.70983], [-1.97463, -2.42199, -5.83026]], "forces_ev_per_a": [[1.5, 1.7, -1.8], [-0.8, 3.3, -0.4], [-1.5, -1.7, -0.2], [0.2, 0.8, 0.2], [0.3, 0.0, -0.8], [-2.7, 0.3, -0.3], [-2.6, -0.2, -2.2], [1.5, -0.8, 1.5], [-0.3, 0.4, 0.6], [-2.2, 0.8, -2.4], [1.8, -1.7, 0.7], [-3.4, -2.6, 0.4], [1.5, 1.3, 0.1], [0.3, -1.4, 2.3], [1.0, -1.1, -1.9], [0.5, -1.5, -0.9], [0.0, -1.4, 3.1], [-0.2, -0.8, -0.5], [2.3, 1.9, 1.6], [0.7, 1.9, 0.4], [-0.1, 0.3, 0.5], [0.6, 0.4, 2.2], [-0.7, -1.0, -1.7], [0.8, 1.5, 3.0], [-0.5, -2.3, -0.2], [1.1, -0.2, 1.7], [0.9, -2.2, 0.5], [-1.5, 2.0, -4.5], [0.2, 0.7, 0.7], [-0.8, -0.5, -1.1], [1.3, 1.4, 1.9], [4.0, 0.7, -2.6], [0.6, -1.0, 0.4], [-3.0, 0.8, 0.9], [-0.6, 0.4, -0.8], [-0.2, 0.0, 0.7], [1.4, 0.0, 0.4], [0.4, 0.2, 0.0], [0.6, -0.6, -0.4], [-0.5, 0.6, 0.3], [0.0, 0.8, -0.8], [1.1, 0.0, 0.4], [0.5, -0.3, -0.4], [-0.6, 0.2, -0.2], [-0.4, -0.2, 0.4], [0.2, -0.3, -0.3], [0.0, -0.1, -0.9], [-0.6, 0.1, -0.1], [0.0, 0.1, -0.1], [0.0, -0.3, -0.2], [0.2, -0.4, -0.2], [-0.3, 0.3, 0.5], [0.1, 0.2, -0.1], [-0.1, 0.3, 0.1], [-1.2, -0.1, -0.3], [-0.1, -0.3, -0.1], [0.1, 0.3, -0.3], [-0.4, -0.1, 0.9], [-0.4, -0.5, 0.3]], "lumo_ha": [-0.117, -0.305], "energy_ev": -89972.601, "e_homo_ev": [-11.89, -11.95], "gap_ev": [8.719, 3.654], "total_charge": 1, "multiplicity": 3}

=====

{"formula": "C17H24IN3NiO", "method": "wB97M-V/def2-TZVPD", "elements": ["I", "Ni", "O", "N", "N", "N", "C", "C", "C", "C", "C", "C", "C", "C", "C", "C", "C", "C", "C", "C", "C", "C", "C", "H", "H", "H", "H", "H", "H", "H", "H", "H", "H", "H", "H", "H", "H", "H", "H", "H", "H", "H", "H", "H", "H", "H", "H"], "xyz": [[-4.56812, 0.14144, 3.37875], [1.00012, -0.03855, 2.86710], [1.79410, 0.61005, -0.42193], [2.75797, 0.53695, 2.32960], [-0.56564, -0.58171, 2.05539], [1.78759, -0.38587, 4.62360], [3.78367, -0.10424, 3.23072], [-0.18145, -0.08535, -4.11228], [-2.15986, -0.04580, -5.54613], [-2.21763, 2.00709, -0.89301], [3.14033, -0.96468, 4.31400], [0.61282, 0.33129, -3.03078], [-2.08414, 0.91929, -3.17461], [-1.53301, 0.23541, -4.22593], [0.59762, 0.87309, -0.65217], [-0.68131, -1.54579, 1.07754], [-1.89021, -2.07010, 0.73349], [-3.05978, -1.55158, 1.32326], [-1.68411, -0.07870, 2.58913], [-2.92702, -0.57775, 2.28862], [-1.44293, 1.26685, -1.96733], [2.03954, -0.07961, -3.01204], [-0.08369, 0.87102, -1.89627], [1.96376, 0.51284, 5.09428], [-3.13770, 0.43030, -5.70625], [-2.79414, 1.31245, -0.31163], [-1.93402, -2.81008, -0.03817], [2.63884, 0.77287, -2.71710], [2.86024, 0.34222, 1.30272], [0.33647, -0.64891, -4.90077], [-1.62735, 0.80422, 3.23201], [3.74858, -0.81228, 5.23987], [2.77837, 1.59085, 2.34958], [3.06764, -2.01293, 4.00854], [2.22760, -0.81865, -2.16838], [-1.48668, 0.35868, -6.33697], [-2.18798, -1.14780, -5.78276], [-0.01453, 1.27019, 0.23204], [4.40883, 0.72454, 3.68756], [-1.53005, 2.69315, -0.27230], [1.22397, -0.98116, 5.25078], [-4.03244, -1.92853, 1.09725], [2.42563, -0.48540, -3.98017], [4.45214, -0.74965, 2.67903], [-3.15661, 1.13085, -3.19740], [0.30758, -1.89297, 0.67712], [-2.97304, 2.66245, -1.31761]], "forces_ev_per_a": [[0.2, -0.1, -0.3], [0.8, 0.8, 0.5], [-1.1, -0.2, 0.4], [0.6, 0.7, -1.0], [-1.6, -1.0, -1.8], [0.1, -0.2, 0.4], [0.7, 1.5, 0.2], [1.5, 0.3, 0.3], [-0.1, -0.5, -1.2], [1.5, 1.1, 0.2], [0.3, 0.9, 1.2], [-1.9, -1.6, -0.5], [-1.8, 0.8, 1.6], [1.4, -0.1, -0.3], [0.8, 1.6, 1.7], [1.8, 0.1, 1.0], [-0.8, 0.6, -0.2], [1.1, -0.5, 0.1], [-0.1, 0.5, 0.2], [-1.0, 0.4, 0.4], [0.2, -0.8, -1.5], [0.9, -0.8, 0.6], [0.5, 0.0, -0.5], [-0.4, -0.5, 0.1], [0.2, -0.4, 0.3], [0.0, -0.4, 0.8], [-0.1, -0.4, -0.2], [0.4, 0.1, -0.1], [0.0, 0.1, 0.7], [-0.4, 0.4, 0.2], [0.3, -0.4, 0.1], [-0.3, -0.9, -0.8], [0.3, -1.3, 0.1], [-0.1, 0.2, 0.3], [-0.2, 0.7, -1.2], [-0.4, -0.1, 0.5], [-0.2, 1.0, 0.4], [0.4, -0.6, -0.9], [-0.7, -1.0, -0.5], [-1.2, -1.3, -0.7], [0.5, 0.4, -0.2], [-0.4, -0.3, -0.3], [-0.6, 0.3, 0.8], [0.2, 0.2, -0.4], [0.2, 0.2, -0.3], [-1.3, 0.2, 0.2], [0.1, 0.1, -0.4]], "lumo_ha": [-0.244, -0.331], "energy_ev": -73663.884, "e_homo_ev": [-13.69, -13.69], "gap_ev": [7.058, 4.683], "total_charge": 2, "e_above_lowest_ev": 0.000, "multiplicity": 3}

=====

{"formula": "C17H24KN4O2S2", "method": "wB97M-V/def2-TZVPD", "elements": ["K", "S", "S", "O", "O", "N", "N", "N", "N", "C", "C", "C", "C", "C", "C", "C", "C", "C", "C", "C", "C", "C", "C", "C", "C", "C", "H", "H", "H", "H", "H", "H", "H", "H", "H", "H", "H", "H", "H", "H", "H", "H", "H", "H", "H", "H", "H", "H", "H", "H"], "xyz": [[-4.44775, -5.51561, 13.76182], [-3.00590, -5.28903, 17.68180], [-3.00928, -2.43527, 13.15039], [-6.01248, -6.22819, 15.98853], [-4.93183, -7.81364, 14.77584], [-7.00005, -6.22301, 9.19172], [-5.34877, -1.15725, 13.58047], [-5.76407, -5.58767, 11.42446], [-4.46869, -2.12106, 15.36353], [-3.60689, -6.89174, 17.96063], [-4.56678, -9.46122, 18.73375], [-3.65749, -8.74815, 19.51997], [-5.77094, -7.00548, 9.36901], [-6.23307, -0.77839, 14.70123], [-7.80710, -6.41961, 10.39350], [-4.43607, -7.69042, 17.14189], [-5.29975, -0.32933, 12.38055], [-4.93798, -8.93580, 17.52629], [-4.28386, -1.87219, 14.04127], [-5.01503, -6.64780, 10.67662], [-5.91951, -4.42371, 10.52271], [-5.18739, -7.17525, 15.87832], [-3.19076, -7.46857, 19.18387], [-7.07183, -6.08046, 11.71943], [-5.67836, -1.52364, 15.91610], [-6.65623, -4.83968, 9.21560], [-5.22827, 0.72361, 12.70187], [-5.97406, -8.10325, 9.37050], [-6.25236, -0.47151, 11.80755], [-4.43596, -0.55146, 11.77571], [-4.86000, -10.46886, 19.02252], [-6.24873, 0.31290, 14.85466], [-7.65271, -5.27086, 12.23894], [-6.49682, -3.63056, 11.03096], [-6.03146, -4.66063, 8.31727], [-3.28376, -9.17193, 20.46023], [-6.38471, -2.23494, 16.34186], [-4.00247, -6.22856, 10.45935], [-4.92385, -3.96982, 10.28338], [-5.11434, -6.76752, 8.51063], [-5.47261, -0.83724, 16.72678], [-6.95355, -7.00121, 12.35278], [-7.56610, -4.22829, 9.01006], [-8.69738, -5.77967, 10.28925], [-4.86254, -7.54392, 11.33104], [-7.24422, -1.07852, 14.46223], [-5.59537, -9.45440, 16.86775], [-2.46577, -7.01051, 19.89463], [-8.19380, -7.45030, 10.34910], [-3.86101, -2.78576, 15.88685]], "forces_ev_per_a": [[0.2, 0.2, 0.7], [0.0, 0.7, -1.0], [0.5, -0.1, -0.5], [0.9, -0.6, -0.4], [-0.3, 0.9, 1.2], [0.1, -0.8, 1.3], [0.2, 0.4, 0.3], [1.1, 0.4, -1.3], [0.6, -0.6, 0.2], [0.3, -0.1, 0.7], [0.7, -0.7, 0.7], [0.3, 0.5, 0.6], [0.8, -0.6, -0.5], [0.0, 0.3, -0.6], [-1.6, -0.8, -0.2], [-1.6, 0.9, -0.8], [-1.3, 0.2, 0.6], [0.9, 0.9, 0.2], [-0.7, -0.3, 1.1], [0.5, 0.4, 0.5], [0.5, 0.6, -0.2], [0.4, -0.4, -0.5], [-0.2, -1.7, 0.3], [-1.2, -0.7, 0.5], [0.1, 0.0, -0.1], [0.5, 1.7, -1.5], [-0.1, -0.2, -0.2], [-0.2, 0.8, -0.2], [0.9, 0.2, 0.3], [0.2, -0.4, -0.1], [-0.1, 0.2, 0.1], [0.2, -0.2, -0.1], [0.6, -0.9, -0.1], [0.2, -0.4, 0.1], [0.0, 0.1, 0.5], [-0.3, 0.0, -0.3], [0.1, -0.4, -0.3], [-0.7, -0.3, 0.1], [-0.7, -0.5, 0.3], [-0.3, -0.3, 0.2], [0.4, 0.2, 0.2], [-0.3, 1.0, -0.2], [0.4, -0.4, 0.5], [0.2, -0.1, 0.0], [-0.3, 0.8, -0.4], [-0.4, -0.1, 0.0], [-0.4, -0.3, -0.4], [-0.7, 0.0, -0.9], [0.2, 0.2, 0.3], [-0.7, 0.6, -0.5]], "lumo_ha": 0.069, "energy_ev": -66071.539, "e_homo_ev": -2.62, "gap_ev": 4.509, "total_charge": -1, "multiplicity": 1}

=====

{"formula": "C17H24N2O5", "method": "wB97M-V/def2-TZVPD", "elements": ["O", "O", "O", "O", "O", "N", "N", "C", "C", "C", "C", "C", "C", "C", "C", "C", "C", "C", "C", "C", "C", "C", "C", "C", "H", "H", "H", "H", "H", "H", "H", "H", "H", "H", "H", "H", "H", "H", "H", "H", "H", "H", "H", "H", "H", "H", "H", "H"], "xyz": [[-0.40901, 3.84723, 1.13817], [2.86727, 3.56597, 0.83039], [-3.03422, -0.60128, -0.86515], [2.51446, -2.48134, 1.34538], [0.87193, -1.13302, 0.62754], [2.49776, 0.90815, -0.92222], [-0.81515, 1.06413, -0.40997], [0.26332, 1.79438, -0.07088], [0.38176, 3.06724, 0.65060], [-2.11888, 1.38663, 0.12321], [-4.61978, 1.08972, -0.29653], [0.13418, -1.29717, 1.84390], [-3.19398, 0.81758, -0.80689], [-4.28345, -1.22198, -0.62712], [2.67466, -1.53753, -0.86227], [4.52981, -0.08033, -0.00678], [4.19322, -1.40301, -0.69231], [1.87864, 2.95772, 0.48203], [2.12324, -0.30792, -1.59892], [3.92718, 1.09040, -0.78444], [2.03280, -1.77542, 0.50037], [-5.04767, -0.26093, 0.27796], [-1.10992, -2.13527, 1.59256], [1.64798, 1.71108, -0.27125], [-4.09272, -2.19821, -0.17822], [-0.82851, -3.14235, 1.29311], [4.11700, 2.03294, -0.27176], [-0.69879, 0.09219, -0.66197], [-1.71386, -1.69198, 0.80389], [-3.04081, 1.22686, -1.81463], [4.56095, -2.23760, -0.09461], [-4.81673, -1.36315, -1.57806], [-4.63290, 1.88547, 0.44416], [-2.20629, 2.47141, 0.19508], [2.45519, -2.43374, -1.45497], [0.78325, -1.77138, 2.58620], [5.61075, 0.04389, 0.05843], [-6.12216, -0.41901, 0.24106], [1.04078, -0.35920, -1.69976], [4.66963, -1.44322, -1.67411], [-4.70661, -0.36514, 1.30828], [-5.26970, 1.37164, -1.12437], [4.12807, -0.08297, 1.00817], [4.36994, 1.13426, -1.78710], [2.56513, -0.29001, -2.60413], [-1.69684, -2.19320, 2.50494], [-0.12671, -0.28882, 2.17744], [-2.25421, 0.95624, 1.12554]], "forces_ev_per_a": [[0.3, -0.2, -0.1], [-0.4, -0.1, -0.1], [0.3, 0.1, 0.0], [0.0, 0.0, 0.1], [-0.2, 0.2, -0.2], [-0.2, 0.2, 0.1], [0.2, -0.2, -0.1], [0.3, -0.3, -0.1], [-0.6, 0.4, 0.2], [-0.5, -0.1, -0.3], [0.1, -0.2, -0.1], [-0.2, -0.2, 0.6], [0.1, 0.6, 0.2], [-0.4, -0.2, 0.1], [0.0, 0.1, -0.1], [0.0, 0.0, -0.3], [-0.1, -0.1, 0.3], [0.8, 0.3, 0.3], [-0.2, -0.4, 0.0], [0.5, 0.1, 0.3], [0.3, -0.2, -0.2], [0.2, -0.1, -0.1], [0.4, 0.2, -0.1], [-0.4, -0.1, -0.2], [0.0, 0.0, 0.0], [0.0, -0.1, 0.0], [0.0, 0.0, -0.1], [0.1, 0.1, 0.0], [-0.1, 0.0, 0.0], [0.0, 0.0, 0.1], [0.0, 0.0, -0.1], [0.0, 0.0, 0.1], [0.0, 0.1, 0.0], [0.0, -0.1, 0.0], [0.0, 0.1, 0.0], [-0.1, 0.2, -0.1], [0.0, 0.0, 0.1], [-0.1, 0.0, 0.0], [0.1, 0.0, -0.1], [0.0, 0.0, 0.0], [0.0, 0.0, 0.0], [0.0, 0.0, 0.0], [0.0, 0.1, 0.1], [0.0, 0.0, 0.0], [-0.1, 0.0, 0.1], [-0.1, 0.0, 0.1], [0.1, -0.1, -0.1], [-0.1, 0.1, 0.0]], "smiles": "CCOC(=O)[C@@H]1CCCN(c2c(NC[C@@H]3CCCO3)c(=O)c2=O)C1", "lumo_ha": 0.020, "energy_ev": -31235.834, "e_homo_ev": -7.65, "gap_ev": 8.191, "total_charge": 0, "e_above_lowest_ev": 2.393, "multiplicity": 1}